43
Properties=species:S:1:pos:R:3:mulliken_charge:R:1 method="wB97M-V/def2-TZVPD" smiles=CNC[C@H](C)NCO.O.O.O.O.O.O.O relative_energy_ev=6.534 e_tot_ev=-24994.3536 lumo_ev=0.3 total_charge=0 fmax_ev_per_a=15.1
C -0.27547 3.53698 1.17163 -0.931
N 0.07697 2.18307 0.51831 0.003
C -0.50668 2.11488 -0.85916 -1.093
C 0.01913 0.84674 -1.58650 0.602
C 1.39995 1.18928 -2.13356 -1.266
N -0.94154 0.69122 -2.70390 -0.477
C -0.57477 -0.46816 -3.56197 -0.428
O -0.24367 -1.52718 -2.65678 -0.601
H -0.45198 3.07022 2.24448 0.209
H -0.99601 4.04823 0.54776 0.396
H 0.55409 4.27191 1.27592 0.289
H 0.99122 2.04421 0.55209 0.099
H -0.19845 3.19545 -1.27440 0.331
H -1.59369 2.28087 -0.91200 0.395
H 0.02879 -0.06345 -0.92472 0.120
H 1.93906 1.46066 -1.19850 0.384
H 1.88923 0.21668 -2.49916 0.259
H 1.39891 2.04954 -2.81537 0.365
H -2.01818 0.50536 -2.33693 0.315
H 0.19927 -0.14910 -4.24289 0.254
H -1.53284 -0.69988 -3.92953 0.433
H 0.72327 -1.49555 -2.25129 0.416
O 0.07420 -2.78499 2.50517 -0.511
H -0.32778 -2.18514 3.01467 0.268
H -0.14393 -3.59707 2.96489 0.281
O 1.03113 -3.82374 0.15195 -0.589
H 0.36283 -3.32564 -0.09668 0.295
H 0.91149 -4.29201 0.94709 0.294
O -2.81283 -1.35873 3.26639 -0.679
H -2.69894 -0.96676 2.31529 0.428
H -2.66927 -0.57947 3.65551 0.252
O -2.97363 -0.33896 0.84970 -0.720
H -2.64482 0.62930 0.91190 0.353
H -3.96106 -0.29240 0.73841 0.345
O -0.02693 -0.02144 3.75844 -0.602
H 0.44328 -0.56472 3.13533 0.263
H 0.24964 0.84583 3.48788 0.303
O 2.64234 0.01533 1.33966 -0.643
H 3.59818 -0.34155 1.18946 0.310
H 2.20783 -0.11611 0.40565 0.321
O 2.20342 -1.81164 -1.83046 -0.443
H 1.98913 -2.06926 -0.86588 0.265
H 2.65909 -2.32279 -2.26793 0.136